1.
Molecular formula: C85H87N8OPRuS2Si
Method: DFT, ωB97M-V/def2-TZVPD

As for the LUMO energy (alpha / beta): -1.62 / -2.68 eV. Its spin multiplicity is 6. The HOMO energy (alpha / beta) is -0.2932 / -0.3443 Ha. The value obtained for the HOMO-LUMO gap (alpha / beta) is 6.360 / 6.693 eV. Its charge is +1.

```
186
Properties=species:S:1:pos:R:3:lowdin_spin:R:1
Ru -0.089 0.463 0.125 3.62
C -3.191 -3.720 -2.116 0.00
N -2.876 -2.822 -1.042 0.01
C -1.670 -2.223 -0.815 0.01
N -1.747 -1.392 0.217 0.07
C -3.034 -1.480 0.697 0.01
C -3.747 -2.365 -0.097 0.00
C -5.121 -2.887 -0.069 0.00
C -5.354 -4.152 0.470 0.00
C -6.627 -4.693 0.461 0.00
C -7.674 -3.986 -0.105 0.00
C -7.445 -2.739 -0.662 0.00
C -6.174 -2.191 -0.653 0.00
C -3.478 -0.836 1.930 0.00
C -2.694 0.134 2.558 0.02
C -3.095 0.707 3.749 0.00
C -4.293 0.333 4.331 0.00
C -5.083 -0.626 3.717 0.00
C -4.680 -1.212 2.535 0.00
P -0.249 -2.789 -1.784 0.00
C 0.144 -1.257 -2.682 0.01
N 0.409 -0.018 -2.270 0.07
C 0.521 0.733 -3.402 0.01
C 0.299 -0.068 -4.511 0.00
N 0.059 -1.318 -4.040 0.00
C -0.170 -2.504 -4.816 0.00
C 0.346 0.295 -5.925 0.00
C 1.514 0.845 -6.446 0.00
C 1.576 1.220 -7.774 0.00
C 0.470 1.063 -8.594 0.00
C -0.698 0.526 -8.079 0.00
C -0.761 0.136 -6.752 0.00
C 0.819 2.155 -3.633 0.00
C 2.090 2.684 -3.459 0.00
C 2.401 3.928 -3.983 0.00
C 1.442 4.674 -4.653 0.00
C 0.164 4.162 -4.806 0.00
C -0.137 2.903 -4.317 0.00
C 1.117 -2.805 -0.590 0.00
N 1.674 -1.830 0.107 0.02
C 2.799 -2.361 0.664 0.00
C 2.922 -3.688 0.278 0.00
N 1.852 -3.955 -0.517 0.00
C 1.522 -5.218 -1.115 0.00
C 3.980 -4.646 0.596 0.00
C 4.707 -5.266 -0.418 0.00
C 5.769 -6.098 -0.110 0.00
C 6.106 -6.335 1.211 0.00
C 5.368 -5.746 2.224 0.00
C 4.317 -4.901 1.923 0.00
C 3.861 -1.740 1.476 0.00
C 3.666 -1.273 2.769 0.00
C 4.741 -0.892 3.552 0.00
C 6.030 -0.964 3.051 0.00
C 6.235 -1.405 1.755 0.00
C 5.161 -1.791 0.975 0.00
H -3.189 -3.193 -3.073 0.00
H -4.180 -4.143 -1.952 0.00
H -2.458 -4.527 -2.158 0.00
H -4.532 -4.702 0.906 0.00
H -6.794 -5.671 0.886 0.00
H -8.667 -4.409 -0.117 0.00
H -8.259 -2.195 -1.113 0.00
H -5.994 -1.224 -1.095 0.00
H -1.761 0.448 2.091 0.02
H -2.467 1.455 4.209 0.00
H -4.617 0.788 5.255 0.00
H -6.024 -0.919 4.158 0.00
H -5.306 -1.962 2.077 0.00
H -0.055 -2.270 -5.873 0.00
H -1.177 -2.891 -4.639 0.00
H 0.550 -3.277 -4.540 0.00
H 2.367 0.981 -5.798 0.00
H 2.486 1.644 -8.169 0.00
H 0.515 1.364 -9.630 0.00
H -1.565 0.422 -8.713 0.00
H -1.682 -0.255 -6.344 0.00
H 2.847 2.111 -2.945 0.00
H 3.408 4.312 -3.894 0.00
H 1.691 5.644 -5.060 0.00
H -0.591 4.731 -5.329 0.00
H -1.115 2.482 -4.486 0.00
H 2.061 -6.012 -0.600 0.00
H 1.793 -5.235 -2.174 0.00
H 0.450 -5.400 -1.030 0.00
H 4.465 -5.065 -1.452 0.00
H 6.343 -6.549 -0.905 0.00
H 6.941 -6.976 1.451 0.00
H 5.626 -5.938 3.254 0.00
H 3.757 -4.427 2.715 0.00
H 2.662 -1.203 3.156 0.00
H 4.574 -0.547 4.563 0.00
H 6.870 -0.666 3.659 0.00
H 7.236 -1.459 1.354 0.00
H 5.327 -2.139 -0.035 0.00
C 6.602 1.992 1.065 0.00
C 5.778 2.241 2.149 0.00
C 4.416 2.019 2.062 0.00
C 3.859 1.506 0.888 0.02
C 4.705 1.271 -0.202 0.00
C 6.058 1.522 -0.120 0.00
C 2.464 1.102 0.775 0.09
C 1.400 1.375 1.527 0.28
C 1.039 2.003 2.741 0.03
C 0.039 3.001 2.798 0.05
C -0.346 3.543 4.003 0.00
C 0.223 3.107 5.194 0.05
C 1.186 2.107 5.161 0.00
C 1.587 1.561 3.965 0.04
H 7.665 2.157 1.142 0.00
H 6.198 2.613 3.073 0.00
H 3.773 2.226 2.903 0.00
H 4.278 0.882 -1.117 0.00
H 6.694 1.340 -0.973 0.00
H 2.305 0.461 -0.104 0.02
H -0.425 3.318 1.874 0.01
H -1.097 4.321 4.026 0.00
H -0.097 3.514 6.140 0.00
H 1.636 1.759 6.079 0.00
H 2.328 0.780 3.948 0.00
C 3.636 5.257 1.597 0.00
C 3.487 5.658 0.138 0.00
C 2.872 4.548 -0.695 0.00
S 1.113 4.187 -0.230 0.01
O 0.835 2.853 -0.828 0.07
C 0.270 5.348 -1.403 0.00
C 0.062 6.735 -0.824 0.00
C -0.686 6.689 0.502 0.00
H 4.042 6.082 2.176 0.00
H 4.308 4.408 1.687 0.00
H 2.673 4.976 2.019 0.00
H 4.472 5.892 -0.276 0.00
H 2.881 6.562 0.068 0.00
H 3.395 3.606 -0.533 0.00
H 2.889 4.789 -1.753 0.00
H -0.688 4.864 -1.586 0.00
H 0.833 5.361 -2.333 0.00
H -0.510 7.326 -1.543 0.00
H 1.021 7.237 -0.685 0.00
H -1.665 6.230 0.376 0.00
H -0.831 7.692 0.892 0.00
H -0.123 6.118 1.236 0.00
C -6.227 2.205 1.664 0.01
C -5.984 1.327 0.623 0.00
C -4.728 1.263 0.051 0.01
C -3.686 2.065 0.501 0.03
C -3.949 2.940 1.549 0.01
C -5.203 3.015 2.123 0.00
Si -1.972 2.072 -0.362 0.18
C -2.634 1.968 -2.162 0.03
C -3.156 3.112 -2.754 0.01
C -3.836 3.054 -3.957 0.00
C -4.007 1.839 -4.600 0.00
C -3.485 0.690 -4.030 0.00
C -2.807 0.759 -2.825 0.00
H -7.209 2.265 2.111 0.00
H -6.780 0.693 0.259 0.00
H -4.549 0.587 -0.773 0.00
H -3.158 3.576 1.917 0.00
H -5.384 3.708 2.931 0.00
H -1.702 3.544 -0.190 0.02
H -3.043 4.061 -2.251 0.00
H -4.250 3.955 -4.385 0.00
H -4.554 1.786 -5.529 0.00
H -3.630 -0.263 -4.521 0.00
H -2.414 -0.151 -2.383 0.00
C -2.934 -4.682 3.901 0.00
C -1.974 -4.388 2.754 0.00
N -1.391 -3.078 2.902 0.01
C -0.118 -2.717 3.079 0.02
S 0.299 -1.113 2.821 0.06
N 0.853 -3.607 3.433 0.01
C 0.736 -4.518 4.567 0.00
C 0.723 -3.763 5.894 0.00
H -3.363 -5.673 3.793 0.00
H -3.734 -3.945 3.908 0.00
H -2.423 -4.620 4.857 0.00
H -2.531 -4.401 1.810 0.00
H -1.180 -5.131 2.678 0.00
H -2.018 -2.300 2.732 0.00
H 1.754 -3.136 3.433 0.00
H 1.590 -5.197 4.527 0.00
H -0.170 -5.115 4.484 0.00
H 1.641 -3.197 6.041 0.00
H 0.613 -4.464 6.718 0.00
H -0.108 -3.061 5.917 0.00
```


2.
Molecular formula: C7H5F3N2
Method: DFT, ωB97M-V/def2-TZVPD

As for the LUMO energy: 0.55 eV. As for the SMILES: FC(F)(F)c1ccccn1.C#N. Its spin multiplicity is 1. The HOMO energy is -0.3728 Ha. The value obtained for the HOMO-LUMO gap is 10.689 eV. The calculation puts the energy relative to the best compared isomer or geometry (same formula, charge and spin) at 1.65 kJ/mol.

```
17
Properties=species:S:1:pos:R:3:nbo_charge:R:1
F -2.897 0.577 -0.323 -0.29
C -2.053 0.155 0.582 0.96
F -2.036 -1.241 0.518 -0.35
F -2.657 0.372 1.834 -0.34
C -0.679 0.609 0.313 0.07
C 0.429 0.003 0.944 -0.20
C 1.660 0.480 0.529 -0.16
C 1.793 1.455 -0.457 -0.24
C 0.632 1.811 -1.048 0.03
N -0.589 1.456 -0.683 -0.38
H 0.371 -0.834 1.554 0.26
H 2.572 -0.132 0.775 0.22
H 2.646 1.772 -0.860 0.21
H 0.663 2.521 -1.835 0.19
C -0.037 -3.025 -0.628 0.10
N 0.155 -2.622 0.428 -0.33
H 0.029 -3.356 -1.642 0.23
```